Record 1
C5H8O3 as an isolated structure at a distorted geometry. Source: the Open Molecules 2025 dataset; level of theory: wB97M-V/def2-TZVPD.

Last column: natural (NBO) charge in e.
Geometry (Å):
C: 1.047409 -1.764731 -0.724779  0.33
C: 0.604790 -0.395784 -1.247044  -0.53
C: -0.235833 -0.171632 -0.002279  0.24
C: -0.253810 1.143446 0.685535  0.27
C: -1.299675 1.565906 1.390381  -0.48
O: 0.837539 1.902640 0.362706  -0.68
O: 0.225241 -2.715888 -0.717005  -0.62
O: -1.379328 -0.875175 0.022982  -0.70
H: 0.775062 2.756254 0.807393  0.49
H: -1.092553 -1.820804 -0.264908  0.51
H: 2.126468 -1.972212 -0.825918  0.18
H: 0.684038 -0.990328 0.642149  0.10
H: 0.009940 -0.444345 -2.161694  0.23
H: 1.434511 0.302567 -1.314346  0.24
H: -2.145299 0.917155 1.539529  0.23
H: -1.338499 2.562932 1.807300  0.20

Forces on atoms 1 to 2 (eV/Å):
-1.1 -1.2 -3.1
-0.4 -0.2 0.2

Results
ΔE to the lowest compared entry with this formula, charge and spin = 345.8 kJ/mol
LUMO = 0.009 Ha
Kohn-Sham gap = 9.4 eV
total charge = 0


Record 2
C5H8O3 in the gas phase at a distorted geometry. Source: the Open Molecules 2025 dataset; level of theory: wB97M-V/def2-TZVPD.

Last column: natural (NBO) charge in e.
Geometry (Å):
C: -0.936304 1.064753 0.626459  0.37
C: -0.775945 0.115354 1.643768  -0.58
C: 1.310827 -0.038429 -1.694547  -0.76
C: 0.228596 -0.633542 -0.849440  0.53
C: 0.644467 -0.712693 0.820288  0.20
O: -1.947561 1.143136 -0.226357  -0.61
O: -0.740303 -1.213590 -1.274838  -0.59
O: 1.766065 -0.305580 1.135497  -0.69
H: -2.497916 0.346113 -0.184882  0.51
H: -0.215081 1.860340 0.491045  0.21
H: -1.574569 -0.613861 1.745658  0.23
H: -0.352799 0.450095 2.582474  0.28
H: 0.331845 -1.763796 0.955229  0.18
H: 2.008688 0.587634 -1.141939  0.25
H: 1.890742 -0.847036 -2.142929  0.25
H: 0.859250 0.561101 -2.485485  0.23

Forces on atoms 1 to 2 (eV/Å):
-0.9 -0.3 1.3
-1.0 0.8 -0.5

Results
ΔE to the lowest compared entry with this formula, charge and spin = 364.1 kJ/mol
LUMO (alpha / beta) = -0.014 / -0.014 Ha
Kohn-Sham gap (alpha / beta) = 7.7 / 7.6 eV
total charge = 0


Record 3
C5H8O3 in the gas phase at a distorted geometry. Source: the Open Molecules 2025 dataset; level of theory: wB97M-V/def2-TZVPD.

Last column: natural (NBO) charge in e.
Geometry (Å):
C: -2.248713 -0.614119 -0.169117  -0.62
C: -0.759751 -0.151131 -0.245243  0.31
C: -0.423972 0.950982 0.599357  0.07
C: 0.052798 -0.522723 1.169237  -0.44
C: 1.424733 -0.946176 0.621705  0.32
H: -2.554903 -1.439086 -0.727861  0.23
H: -2.477117 -1.108042 0.930577  0.21
H: -2.986199 0.041820 -0.424458  0.22
H: 0.379393 0.547824 -1.251208  0.50
H: -1.002074 1.342238 1.508640  0.21
H: 1.395337 1.756061 0.206522  0.51
H: -0.282654 -0.502396 2.187773  0.25
H: 1.913374 -1.652975 1.395190  0.16
O: -0.031742 -0.267818 -1.313012  -0.59
O: 0.332427 1.891862 -0.048738  -0.71
O: 1.867349 -0.534848 -0.598352  -0.61

Forces on atoms 1 to 2 (eV/Å):
1.9 -2.8 3.9
-5.4 -1.7 2.9

Results
ΔE to the lowest compared entry with this formula, charge and spin = 592.0 kJ/mol
LUMO = 0.021 Ha
SMILES = C[C@@]1(O)[C@H](O)[C@@H]1C=O
Kohn-Sham gap = 9.4 eV
total charge = 0


Record 4
C5H8O3 in the gas phase at a distorted geometry. Source: the Open Molecules 2025 dataset; level of theory: wB97M-V/def2-TZVPD.

Last column: natural (NBO) charge in e.
Geometry (Å):
C: -3.248613 0.321266 -0.136042  -0.27
C: -0.993186 -0.330976 0.486764  0.21
C: 0.318394 -0.496245 -0.030701  -0.09
C: 2.472814 -0.049268 -0.267631  0.17
C: 0.454049 0.827142 0.552787  0.01
H: -3.631725 0.355523 1.030785  0.19
H: -4.089221 0.023365 -0.711929  0.21
H: -2.818529 1.332140 -0.209261  0.21
H: -1.217057 -0.579307 1.626744  0.22
H: 0.119869 -0.317428 -0.947522  0.19
H: 3.334240 -0.063468 0.438245  0.20
H: 2.559327 -0.268110 -1.444076  0.17
H: 0.418074 0.899146 1.710165  0.19
O: -1.953197 -0.508844 -0.517512  -0.52
O: 1.733076 -1.208779 0.186224  -0.55
O: 1.633156 1.340951 -0.309238  -0.54

Forces on atoms 1 to 2 (eV/Å):
2.5 0.4 3.1
-1.6 -1.2 0.8

Results
ΔE to the lowest compared entry with this formula, charge and spin = 883.9 kJ/mol
LUMO = 0.023 Ha
SMILES = COC1[C@@H]2OCO[C@@H]12
Kohn-Sham gap = 9.4 eV
total charge = 0


Record 5
C5H8O3 in the gas phase at a distorted geometry. Source: the Open Molecules 2025 dataset; level of theory: wB97M-V/def2-TZVPD.

Last column: natural (NBO) charge in e.
Geometry (Å):
C: 1.322281 -1.172964 -0.096747  0.22
C: 1.509823 1.158272 -0.161910  0.22
C: -0.561152 0.119835 -0.228916  0.49
C: -1.981277 0.198448 -0.430486  -0.43
C: -1.468451 -0.218643 0.921864  -0.47
H: 1.239370 -1.922125 0.684470  0.16
H: 2.018730 -1.534779 -0.846962  0.16
H: 1.915993 2.003694 0.417630  0.19
H: 1.901052 1.083222 -1.200846  0.14
H: -2.552805 -0.519806 -1.062154  0.23
H: -2.403421 1.177120 -0.468408  0.23
H: -1.516969 0.424005 1.727398  0.22
H: -1.487372 -1.236217 1.260302  0.21
O: 1.807143 -0.010535 0.564832  -0.54
O: 0.112188 1.331031 -0.233329  -0.53
O: 0.144868 -0.880551 -0.846738  -0.51

Forces on atoms 1 to 2 (eV/Å):
0.4 0.6 -0.4
0.1 -0.2 0.0

Results
ΔE to the lowest compared entry with this formula, charge and spin = 241.8 kJ/mol
LUMO = 0.037 Ha
SMILES = C1OCOC2(CC2)O1
Kohn-Sham gap = 10.3 eV
total charge = 0


Record 6
C5H8O3 as an isolated structure at a distorted geometry. Source: the Open Molecules 2025 dataset; level of theory: wB97M-V/def2-TZVPD.

Last column: natural (NBO) charge in e.
Geometry (Å):
C: 1.601691 0.876600 0.705513  -0.65
C: -1.767944 -0.362678 0.795410  -0.63
C: 0.029429 -1.150613 -0.979812  0.62
C: 0.510597 0.664832 -0.323931  0.54
C: -0.549981 -0.370554 -0.052119  -0.29
O: -0.139501 -2.377337 -1.490048  -0.65
O: 0.044856 1.816928 -0.887520  -0.68
O: 1.053978 -0.358711 -1.384728  -0.53
H: -0.902096 -2.793222 -1.071315  0.49
H: 0.787799 2.341541 -1.213360  0.48
H: 2.447824 1.394094 0.255358  0.21
H: 1.200952 1.479879 1.518771  0.22
H: 1.939382 -0.081383 1.088509  0.23
H: -2.356880 -1.261412 0.617041  0.21
H: -1.512628 -0.323056 1.856090  0.21
H: -2.387479 0.505091 0.566141  0.22

Forces on atoms 1 to 2 (eV/Å):
-0.2 -0.1 -0.3
0.3 0.0 0.0

Results
ΔE to the lowest compared entry with this formula, charge and spin = 173.7 kJ/mol
LUMO = 0.023 Ha
Kohn-Sham gap = 8.6 eV
total charge = 0


Record 7
An isolated ion of composition C5H8O3P and charge -1 at a distorted geometry. Source: the Open Molecules 2025 dataset; level of theory: wB97M-V/def2-TZVPD.

Last column: natural (NBO) charge in e.
Geometry (Å):
C: -0.850845 -0.355952 -1.024589  -0.18
C: -2.146262 -0.340507 -1.363409  -0.58
C: -0.426169 -0.188596 0.368064  0.19
C: -0.167498 1.323906 0.520925  -0.66
C: 0.874151 -1.045422 0.805469  -0.61
O: -4.352170 -1.009069 0.477610  -1.09
O: -3.464438 1.351824 0.038046  -1.13
O: -1.333322 -0.658369 1.274036  -0.83
P: -3.285655 -0.100455 0.097857  2.26
H: -0.057935 -0.537132 -1.726041  0.19
H: -2.573812 -0.175257 -2.326094  0.22
H: 0.369256 1.784374 -0.388143  0.19
H: 0.370329 1.489341 1.573590  0.20
H: -1.274349 1.729942 0.625149  0.27
H: 1.822984 -0.676166 0.283454  0.17
H: 0.638013 -2.040217 0.580195  0.20
H: 0.902267 -0.918335 1.851786  0.21

Forces on atoms 1 to 2 (eV/Å):
-1.1 -1.0 -1.5
0.3 -0.3 2.1

Results
ΔE to the lowest compared entry with this formula, charge and spin = 186.8 kJ/mol
LUMO = 0.141 Ha
SMILES = CC(C)([O-])/C=C\P(=O)=O
Kohn-Sham gap = 8.5 eV
total charge = -1


Record 8
A 2-piece molecular cluster, C5H8O4 overall at a distorted geometry. Source: the Open Molecules 2025 dataset; level of theory: wB97M-V/def2-TZVPD.

Last column: natural (NBO) charge in e.
Geometry (Å):
C: 0.705985 0.238155 -1.165555  -0.03
C: -1.475836 0.288903 -0.280161  -0.08
C: 1.152151 1.373370 1.133426  -0.73
C: -0.934446 -1.440098 0.121448  0.62
C: 1.668461 0.696551 -0.110615  0.52
O: -0.583137 0.672853 -1.238335  -0.47
O: -1.472656 -2.275664 -0.802620  -0.70
O: -0.892353 -1.719614 1.299023  -0.61
O: 2.828816 0.353801 -0.229190  -0.52
H: -1.698122 -3.112324 -0.365369  0.49
H: 0.271233 -1.001150 -0.543294  0.15
H: 1.148782 0.281376 -2.157397  0.23
H: -1.324765 0.729246 0.701401  0.19
H: -2.482930 0.315729 -0.685110  0.21
H: 0.655712 0.640845 1.772672  0.26
H: 0.438693 2.158147 0.880724  0.22
H: 1.994414 1.799873 1.668951  0.25

Forces on atoms 1 to 2 (eV/Å):
-1.3 -1.4 1.1
1.7 -1.9 0.2

Results
ΔE to the lowest compared entry with this formula, charge and spin = 351.5 kJ/mol
LUMO = -0.022 Ha
Kohn-Sham gap = 9.3 eV
total charge = 0